Record 1
ORCA calculation (ωB97M-V with the def2-TZVPD basis set) on a molecular structure, C12H32MgO5.

```
! wB97M-V def2-TZVPD RIJCOSX def2/J DEFGRID3
* xyz 0 1
Mg 26.46251 22.05254 -17.15384
C 26.31944 26.16349 -17.23937
C 25.45069 25.10683 -17.99982
C 25.66826 25.26076 -19.50161
O 25.68770 23.83148 -17.48345
H 25.91962 27.13489 -17.53028
H 27.37592 26.13843 -17.50640
H 26.20758 26.11177 -16.15636
H 24.40128 25.31471 -17.79098
H 26.64974 25.65045 -19.77169
H 24.91723 25.91549 -19.94362
H 25.53019 24.31204 -20.02024
C 23.81535 20.84061 -19.41392
C 25.22873 20.23633 -19.38681
C 25.82823 20.56957 -20.75439
O 26.05360 20.54873 -18.29061
H 23.73034 21.92713 -19.39576
H 23.27330 20.53455 -18.51915
H 23.27102 20.56804 -20.31809
H 24.97801 19.18056 -19.28391
H 26.76324 20.03459 -20.92066
H 26.00916 21.64445 -20.75488
H 25.14955 20.32939 -21.57281
C 25.37669 19.36521 -15.15649
C 24.19319 20.38495 -15.21674
O 24.74298 21.57150 -15.74516
H 25.06954 18.40673 -14.73809
H 26.22460 19.76289 -14.59883
H 25.68792 19.07781 -16.16080
H 23.85665 20.62398 -14.20793
H 23.32803 20.01331 -15.76583
H 24.05520 22.23861 -15.68576
C 29.01507 23.35389 -20.10131
C 28.84593 23.55396 -18.61602
O 28.31820 22.35680 -18.03971
H 28.05030 23.33457 -20.60821
H 29.54323 22.42120 -20.29938
H 29.62397 24.14903 -20.53154
H 28.23436 24.45256 -18.53477
H 29.79307 23.77545 -18.12411
H 28.97509 21.66571 -18.15153
C 29.71635 22.23369 -14.93828
C 28.53385 21.33670 -14.99759
O 27.42345 22.16905 -15.38383
H 30.64372 21.66447 -15.00220
H 29.74329 22.90887 -14.08300
H 29.79408 22.91585 -15.78486
H 28.34432 20.77025 -14.08583
H 28.68138 20.55891 -15.74684
H 27.22104 22.79882 -14.68811
*
```

Values from the calculation:
- Highest occupied orbital energy: -7.576 eV
- Orbital gap: 7.782 eV
- Relative energy (zero: lowest compared OMol25 entry of this formula, charge and spin): 92.2 kJ/mol
- E_LUMO: 0.008 Eh

Results of the natural (NBO) charge analysis, in e, for atoms 1 through 8: 1.822 -0.622 0.126 -0.641 -1.112 0.193 0.180 0.199



Record 2
ORCA calculation (ωB97M-V with the def2-TZVPD basis set) on 2 unconnected molecules or ions with the total composition C2H11N4O.

```
! wB97M-V def2-TZVPD RIJCOSX def2/J DEFGRID3
* xyz 1 1
C 1.75461 0.28644 -0.51796
C -1.31541 -0.41697 0.84986
N 1.05230 1.33700 0.25738
N -2.64505 0.91441 -0.59223
N 1.65161 -0.97040 0.22407
N 0.42250 -1.64558 -0.07192
O -2.38035 -0.16508 0.20275
H 0.95882 0.07719 -1.38007
H 2.74168 0.61606 -0.78500
H -1.29584 -1.10431 1.59863
H -0.49486 0.24833 0.92180
H 0.66232 2.00903 -0.45546
H 1.65271 1.78977 0.88050
H -1.75418 1.45672 -0.87045
H -3.59603 0.97447 -0.74784
H 1.73140 -0.89040 1.24318
H 0.41703 -1.86169 -1.12601
H 0.43674 -2.65500 0.36878
*
```

Values from the calculation:
- Highest occupied orbital energy (spin up / spin down): -12.652 / -12.651 eV
- Orbital gap (spin up / spin down): 8.672 / 8.672 eV
- Relative energy (zero: lowest compared OMol25 entry of this formula, charge and spin): 680.3 kJ/mol
- E_LUMO (spin up / spin down): -0.146 / -0.146 Eh

Results of the natural (NBO) charge analysis, in e, for atoms 1 through 8: -0.061 0.254 -0.879 -0.523 -0.471 -0.643 -0.240 0.176



Record 3
ORCA calculation (ωB97M-V with the def2-TZVPD basis set) on 3 unconnected molecules or ions with the total composition C24H49N2OSi.

```
! wB97M-V def2-TZVPD RIJCOSX def2/J DEFGRID3
* xyz 1 1
C 0.87983 8.17126 1.38559
Si 0.12124 8.06602 -0.40162
C -1.49151 9.18636 -0.39494
C 1.30286 8.81439 -1.72471
C -0.48682 6.25967 -0.81224
C 0.62618 5.42205 -1.73674
N 0.62885 3.96589 -1.32248
C 1.55132 3.07937 -2.15569
C 2.05983 3.58340 -3.61730
C 3.06522 2.48305 -4.26876
C 3.40390 1.13711 -3.46627
N 2.92842 0.61147 -2.15637
C 2.02057 1.65135 -1.59906
C -0.79144 3.39478 -1.18914
C -1.68131 4.35025 -0.16769
O -0.94175 5.50567 0.36790
H 0.18781 8.73489 2.14769
H 1.94533 8.66838 1.26389
H 1.00082 7.07025 1.77693
H -2.40315 8.60470 0.10714
H -1.80658 9.48918 -1.48805
H -1.32700 10.15210 0.24595
H 1.05665 8.38000 -2.80483
H 1.24192 9.99422 -1.75283
H 2.40612 8.54784 -1.39738
H -1.43516 6.41180 -1.52137
H 1.71045 5.84483 -1.47234
H 0.31676 5.62077 -2.84943
H 1.02229 3.93837 -0.33456
H 1.80133 4.59055 -4.15355
H 3.54545 2.68267 -5.32682
H 4.18170 0.40831 -4.00925
H 1.56279 1.35537 -0.53437
H -1.33566 3.25535 -2.21665
H -0.70472 2.33282 -0.66446
H -2.67232 4.77203 -0.67782
H -2.05169 3.72795 0.76990
C 0.30645 -1.89883 0.19440
C 1.63670 -2.23376 -0.46405
C 1.69233 -3.65544 -1.02891
C 1.54158 -4.77912 0.00372
C 2.56881 -4.76758 1.13828
C 3.99939 -4.95390 0.65773
H 0.11156 -2.53895 1.05878
H 0.31186 -0.86157 0.54390
H -0.51964 -2.01255 -0.51501
H 2.45095 -2.07273 0.25011
H 1.80476 -1.52754 -1.28606
H 2.63710 -3.78141 -1.56897
H 0.90012 -3.76966 -1.78003
H 1.60383 -5.74040 -0.52198
H 0.53665 -4.74151 0.43994
H 2.32687 -5.58275 1.83133
H 2.49217 -3.84102 1.71632
H 4.10814 -5.89566 0.11185
H 4.68281 -4.97715 1.51294
H 4.31539 -4.13600 0.00446
C -4.27566 -7.85135 0.82463
C -3.57116 -7.83387 2.17320
C -3.92450 -6.61253 3.02571
C -3.52879 -5.25702 2.42761
C -2.04164 -5.09299 2.10504
C -1.14569 -5.18468 3.33023
H -3.98405 -6.99867 0.20593
H -4.01535 -8.76295 0.27753
H -5.36286 -7.83202 0.95209
H -2.48836 -7.89632 2.02285
H -3.85721 -8.73676 2.72607
H -3.45874 -6.72591 4.01077
H -5.00739 -6.60670 3.20501
H -3.82861 -4.46971 3.13086
H -4.10771 -5.07819 1.51413
H -1.89539 -4.10966 1.64131
H -1.72607 -5.83228 1.36182
H -1.41752 -4.42611 4.07010
H -0.10134 -5.02070 3.04487
H -1.20833 -6.16850 3.80323
*
```

Values from the calculation:
- Highest occupied orbital energy: -12.144 eV
- Orbital gap: 8.246 eV
- E_LUMO: -0.143 Eh

Results of the Löwdin charge analysis, in e, for atoms 1 through 8: -0.206 0.557 -0.231 -0.229 -0.334 -0.108 -0.125 -0.112



Record 4
ORCA calculation (ωB97M-V with the def2-TZVPD basis set) on a molecular structure, C30H48LaP2Te.

```
! wB97M-V def2-TZVPD RIJCOSX def2/J DEFGRID3
* xyz 1 1
La 2.01432 0.38105 0.64929
C 3.84556 -0.24876 2.25829
C 2.82243 -1.22179 2.53642
C 3.64284 -1.63800 0.40894
C 4.36229 -0.52883 0.94436
C 2.71843 -2.08780 1.40157
C 4.18686 0.94070 3.07640
H 3.70371 0.92877 4.06296
H 3.89713 1.88399 2.58008
H 5.27547 1.00330 3.22554
C 5.41862 0.21110 0.21030
H 6.05500 0.77901 0.91344
H 4.99586 0.93648 -0.51010
H 6.04725 -0.49364 -0.35626
C 3.89891 -2.24989 -0.92224
H 4.95901 -2.54365 -1.00415
H 3.68617 -1.55058 -1.74483
H 3.27465 -3.14102 -1.07066
C 1.93710 -3.35271 1.33305
H 2.54745 -4.20182 1.68332
H 1.63580 -3.58005 0.30405
H 1.03200 -3.33154 1.94909
C 2.04753 -1.37562 3.79593
H 2.51412 -2.11881 4.46534
H 1.02672 -1.73582 3.60090
H 1.97753 -0.43737 4.36065
C -0.33943 2.05335 0.52494
C 0.01623 1.95930 1.83286
C -0.66895 1.14635 2.91023
C -1.52610 -0.03917 2.41853
C -0.80057 -1.01205 1.54026
C -0.60652 -0.90044 0.20374
C -1.34089 0.05447 -0.71284
C -1.56623 1.46901 -0.13651
H -1.30375 1.78791 3.54636
H -2.45642 0.33506 1.97445
H 0.10367 0.76270 3.60041
H -2.43494 1.46164 0.53948
H 0.28861 2.64447 -0.16587
H 0.80454 2.63329 2.21574
H -1.86175 2.12920 -0.97071
H -0.78879 0.14529 -1.66367
H -0.01160 -1.66806 -0.33027
H -2.32608 -0.35401 -0.99231
H -1.84560 -0.59094 3.31908
H -0.52157 -1.93520 2.06048
P -5.08011 -0.25594 -2.49741
P -5.62729 -2.86997 -3.85550
C -6.83068 -0.44279 -3.13822
C -6.87624 -1.52483 -4.22391
H -7.15225 0.53113 -3.53458
H -7.48089 -0.70227 -2.28850
H -7.87113 -1.98705 -4.30018
H -6.61067 -1.10392 -5.20620
C -5.84013 -3.83262 -5.40853
H -5.30194 -4.78056 -5.30390
H -5.39749 -3.26841 -6.23646
H -6.89981 -4.02433 -5.61209
C -6.69934 -3.88992 -2.75020
H -7.69648 -4.01643 -3.18982
H -6.78165 -3.41540 -1.76616
H -6.22400 -4.86998 -2.62422
C -4.71726 1.40394 -3.20686
H -3.77779 1.77970 -2.78482
H -5.53454 2.10247 -2.99028
H -4.59644 1.30672 -4.29229
C -5.45431 0.18084 -0.75182
H -5.83644 -0.70978 -0.24032
H -6.20140 0.98040 -0.70230
H -4.53089 0.49720 -0.25204
Te 3.25674 3.26564 -0.05566
C 5.05506 3.92008 0.86968
C 6.24107 3.89819 0.09573
C 7.47553 4.13486 0.72053
C 7.53403 4.39227 2.09582
C 6.35713 4.48821 2.84382
C 5.11024 4.26026 2.24290
H 6.16637 3.63946 -0.96420
H 8.39383 4.09861 0.13460
H 8.50225 4.50299 2.58456
H 6.41020 4.72323 3.90642
H 4.18010 4.27909 2.81637
*
```

Values from the calculation:
- Highest occupied orbital energy: -9.302 eV
- Orbital gap: 5.638 eV
- Relative energy (zero: lowest compared OMol25 entry of this formula, charge and spin): 0.0 kJ/mol
- E_LUMO: -0.135 Eh

Results of the Löwdin charge analysis, in e, for atoms 1 through 8: 1.806 -0.361 -0.335 -0.358 -0.379 -0.323 -0.041 0.089



Record 5
ORCA calculation (ωB97M-V with the def2-TZVPD basis set) on a molecular structure, C27H46KN4.

```
! wB97M-V def2-TZVPD RIJCOSX def2/J DEFGRID3
* xyz 1 1
C 6.07729 -3.79401 2.47202
C 5.66674 -2.94238 1.15603
C 6.19819 -1.42256 1.17897
C 5.71216 -0.57946 2.47265
C 4.49825 0.43359 2.12317
C 4.94212 1.97600 2.02254
C 4.28151 2.77361 0.78352
C 2.76852 3.24556 1.06288
C 1.73980 2.79539 -0.08567
C 2.18795 3.31319 -1.55571
C 2.60216 2.05265 -2.50392
C 1.52936 1.80350 -3.68603
C 0.13683 1.36444 -3.00413
C -0.03854 -0.25915 -3.09228
C -1.57250 -0.53114 -3.49570
C -2.51658 -0.24111 -2.21545
N -2.98522 1.09459 -2.07652
C -3.82260 1.28476 -0.92287
C -4.41562 2.72166 -0.68406
C -5.37089 3.06497 0.50321
C -5.72966 1.91814 1.49895
C -5.12090 0.47051 1.24663
C -5.57591 -0.69730 2.31565
N -6.66694 -1.45804 1.61422
C -8.02063 -0.96276 2.00729
C -4.14904 0.12568 0.04659
N -3.67203 -1.22968 -0.01191
C -2.85768 -1.35106 -1.17181
C -2.21451 -2.81554 -1.43096
C -3.21892 -3.99757 -0.92184
N -2.53175 -5.31031 -1.23471
H 6.24536 -4.87670 2.10542
H 5.24726 -3.84598 3.25925
H 7.04393 -3.40518 2.96344
H 6.18059 -3.46220 0.26819
H 4.53119 -3.02488 0.95488
H 5.71446 -0.89358 0.26780
H 7.33367 -1.34066 1.00043
H 5.46074 -1.25136 3.37860
H 6.61723 0.05407 2.80515
H 3.77324 0.36550 3.02383
H 3.95963 0.09019 1.15724
H 4.77941 2.56776 3.00202
H 6.08754 2.00124 1.85135
H 4.90777 3.73781 0.66730
H 4.37022 2.20768 -0.20498
H 2.44352 2.81033 2.06890
H 2.71348 4.38773 1.13612
H 0.70818 3.23258 0.21145
H 1.64614 1.64884 -0.03067
H 1.28214 3.83187 -2.02796
H 3.08218 4.03176 -1.44715
H 3.61447 2.28127 -3.00490
H 2.63934 1.07198 -1.89563
H 1.86692 0.97206 -4.41600
H 1.33931 2.73462 -4.32323
H 0.03864 1.64339 -1.90152
H -0.70550 1.92187 -3.55571
H 0.20977 -0.70036 -2.05708
H 0.62079 -0.70426 -3.90842
H -1.86703 0.26276 -4.28470
H -1.77472 -1.54133 -3.98355
H -4.15356 3.54520 -1.43246
H -5.75474 4.13650 0.56233
H -6.42741 2.15130 2.40430
H -4.69080 -1.35945 2.61090
H -5.97607 -0.23163 3.31195
H -6.56257 -2.47279 1.76710
H -8.09038 -0.97045 3.15720
H -8.80802 -1.67769 1.56888
H -8.21064 0.06888 1.54860
H -2.03118 -3.03133 -2.53470
H -1.23278 -2.97003 -0.85487
H -4.15350 -3.94852 -1.60464
H -3.50571 -3.88651 0.17576
H -2.58175 -5.94796 -0.42834
H -1.54283 -5.09135 -1.46474
K -4.24890 2.03083 3.72213
*
```

Values from the calculation:
- Highest occupied orbital energy: -11.278 eV
- Orbital gap: 7.596 eV
- E_LUMO: -0.135 Eh

Results of the Löwdin charge analysis, in e, for atoms 1 through 8: -0.146 -0.261 -0.223 -0.208 -0.213 -0.216 -0.211 -0.221



Record 6
ORCA calculation (ωB97M-V with the def2-TZVPD basis set) on a molecular structure, C4H4N2S.

```
! wB97M-V def2-TZVPD RIJCOSX def2/J DEFGRID3
* xyz 0 1
C 0.26823 0.96071 1.96697
C 0.37994 0.40399 0.64980
C -0.03153 -0.82882 -1.17270
C -0.65526 0.32571 -0.43826
H -0.47508 -1.66956 -0.84515
H -0.31546 -0.74419 -2.27949
H -0.59197 1.25494 -0.90931
H -1.63200 0.13796 0.02110
N -0.15685 1.13029 3.12507
N 1.51577 -0.13697 0.68047
S 1.69423 -0.83405 -0.79850
*
```

Values from the calculation:
- Highest occupied orbital energy: -8.970 eV
- Orbital gap: 8.954 eV
- Relative energy (zero: lowest compared OMol25 entry of this formula, charge and spin): 256.9 kJ/mol
- E_LUMO: -0.001 Eh

Results of the natural (NBO) charge analysis, in e, for atoms 1 through 8: 0.245 0.131 -0.581 -0.451 0.214 0.247 0.234 0.252



The following max |F| values (in eV Å⁻¹) correspond, in order, to the records above: 2.29 5.75 8.33 2.11 6.28 10.24.